# 1
DFT (ωB97M-V/def2-TZVPD) results for a 2-piece molecular cluster, C5H9P overall.

Values from the calculation:
Frontier orbital gap (alpha / beta): 8.251 / 7.862 eV
Lowest unoccupied orbital energy (alpha / beta): -0.7 / -0.5 eV
Total energy: -14613.617 eV
Charge: 0

Cartesian coordinates (Å):
1 C -0.84855 -0.16319 0.37637
2 C -1.63031 -1.12552 0.80250
3 C -0.00270 0.28844 -0.74513
4 C -0.48361 0.54218 -2.14923
5 C 1.46837 0.45782 1.69817
6 P 0.11781 1.34730 0.73526
7 H -2.17404 -1.02109 1.81022
8 H -1.85180 -2.05620 0.25099
9 H 1.79878 -0.77498 -0.71172
10 H 0.27346 0.23859 -2.82986
11 H -0.67057 1.55637 -2.27038
12 H -1.38730 0.06093 -2.44737
13 H 2.09951 1.12447 2.44392
14 H 2.18118 0.02144 0.90233
15 H 1.10976 -0.49658 2.13393

***

# 2
DFT (ωB97M-V/def2-TZVPD) results for a 4-piece molecular cluster, C4H8Cl8 overall.

Values from the calculation:
Frontier orbital gap: 11.318 eV
SMILES string: ClCCl.ClCCl.ClCCl.ClCCl
Lowest unoccupied orbital energy: 0.5 eV
Total energy: -104456.678 eV
Charge: 0

Cartesian coordinates (Å):
1 C -0.34831 0.35279 0.16762
2 Cl 0.92892 1.44675 0.70036
3 Cl -0.71050 0.67544 -1.55384
4 H -0.08470 -0.68755 0.35811
5 H -1.22201 0.48023 0.80677
6 C 3.52527 4.06681 1.73524
7 Cl 2.88475 4.84732 0.24797
8 Cl 3.60711 5.22069 3.09771
9 H 2.81763 3.26233 1.93561
10 H 4.53745 3.69634 1.57295
11 C -5.26943 -1.06769 0.03146
12 Cl -4.74767 -0.97794 -1.65732
13 Cl -3.78465 -1.01697 1.01684
14 H -5.99567 -0.31050 0.32699
15 H -5.80010 -2.01009 0.16703
16 C 1.86818 -3.71493 -1.84281
17 Cl 3.41406 -2.89772 -2.25743
18 Cl 1.04156 -3.03186 -0.34331
19 H 1.22968 -3.55632 -2.71187
20 H 2.10843 -4.77718 -1.79807

***

# 3
DFT (ωB97M-V/def2-TZVPD) results for a 2-piece molecular cluster, C5H11O2 overall.

Values from the calculation:
Frontier orbital gap (alpha / beta): 12.470 / 7.657 eV
Lowest unoccupied orbital energy (alpha / beta): 0.8 / -3.0 eV
Spin multiplicity: 2
Total energy: -9456.304 eV
Charge: 0

Cartesian coordinates (Å):
1 C 0.22803 2.55337 0.73354
2 C -1.06346 2.04229 1.35147
3 H 0.10529 3.45628 0.11886
4 H 1.00296 2.61165 1.50897
5 H 0.62611 1.81431 0.02237
6 H -1.86799 1.83781 0.62864
7 H -1.49599 2.60041 2.15300
8 H -0.90460 1.09236 1.89275
9 C -0.19038 -1.47299 -1.10387
10 C -0.01313 -2.57173 -0.05174
11 C 1.19312 -1.15147 -1.59974
12 O 1.89858 -1.96035 -2.22293
13 O 1.74379 -0.04243 -1.37741
14 H -0.80996 -1.74711 -1.98300
15 H -0.61216 -0.53876 -0.73697
16 H 0.43696 -2.16750 0.86480
17 H 0.67416 -3.31888 -0.45955
18 H -0.95134 -3.03727 0.26080

***

# 4
DFT (ωB97M-V/def2-TZVPD) results for a 2-piece molecular cluster, C9H14 overall.

Values from the calculation:
Frontier orbital gap (alpha / beta): 3.235 / 7.064 eV
Lowest unoccupied orbital energy (alpha / beta): 3.9 / 3.8 eV
Spin multiplicity: 2
Total energy: -9557.741 eV
Charge: -1

Cartesian coordinates (Å):
1 C -1.40962 0.06760 3.24469
2 C -1.59875 -0.46504 1.81976
3 H -1.88860 -0.57367 3.98140
4 H -0.33835 0.17019 3.40352
5 H -1.84484 1.05624 3.31136
6 H -0.74442 -1.05161 1.44111
7 H -1.70170 0.28056 1.06736
8 H -2.20248 -1.37949 1.73802
9 C -0.52550 2.11814 -0.25292
10 C 2.02288 -0.72551 -0.50438
11 C 1.46976 -1.44006 -1.56652
12 C 1.38796 0.52058 -0.16202
13 C 0.11458 0.81200 -0.60782
14 C 0.20162 -1.15825 -2.07546
15 C -0.57000 -0.15547 -1.38623
16 H 2.83882 -1.13797 0.07697
17 H 1.73108 -2.48169 -1.77707
18 H 1.92815 1.32727 0.33528
19 H -0.23102 -1.59503 -2.96486
20 H 0.00319 2.68496 0.51871
21 H -1.57929 1.99462 0.00649
22 H -1.64363 0.02111 -1.44742
23 H -0.49915 2.81547 -1.10013

***

# 5
DFT (ωB97M-V/def2-TZVPD) results for C11H17BN6OTc as an isolated structure.

Values from the calculation:
Frontier orbital gap (alpha / beta): 6.652 / 6.240 eV
Lowest unoccupied orbital energy (alpha / beta): -9.4 / -9.8 eV
Spin multiplicity: 4
Total energy: -25528.747 eV
Charge: +2

Cartesian coordinates (Å):
1 H 1.42628 -3.05318 -1.27767
2 N -0.46636 -2.10315 -1.09625
3 B -2.91518 -1.34793 -1.06367
4 N -1.79916 -2.45993 -1.39813
5 C -1.75075 -3.69209 -1.94432
6 Tc 0.01475 -0.46220 -0.06585
7 H -2.64199 -4.14800 -2.36158
8 C -0.42938 -4.15672 -1.97110
9 H -0.02244 -5.05812 -2.39869
10 C 0.35707 -3.14268 -1.41844
11 H -4.03172 -1.75482 -1.38794
12 C 0.78103 3.57212 0.69497
13 H 1.27115 4.03809 1.57475
14 H 0.40611 2.54744 0.90429
15 H -0.10735 4.19916 0.58020
16 N -2.65541 0.00848 -1.80021
17 N -2.89735 -0.99001 0.47456
18 N -1.48425 0.67919 -1.51103
19 N -1.69748 -0.50234 1.06557
20 C -3.35302 0.73606 -2.69833
21 C -3.83040 -1.05030 1.43897
22 H -4.29991 0.42237 -3.08702
23 H -4.83120 -1.39680 1.20038
24 C -2.64099 1.88971 -3.01751
25 C -3.29556 -0.61059 2.63964
26 C -1.45214 1.80194 -2.27237
27 C -1.97248 -0.25323 2.38574
28 H -2.90014 2.64439 -3.72696
29 H -3.80998 -0.56474 3.60198
30 H -0.59105 2.44268 -2.31980
31 H -1.20286 0.13893 3.05444
32 H 1.37184 3.61812 -0.21854
33 C 2.95798 -0.23402 1.16486
34 O 1.64224 -0.05946 0.69570
35 H 2.96432 -0.37073 2.24600
36 H 3.63771 0.58867 0.90425
37 H 3.38034 -1.15495 0.76766

***

# 6
DFT (ωB97M-V/def2-TZVPD) results for a 2-piece molecular cluster, C4H7NO2 overall.

Values from the calculation:
Frontier orbital gap: 9.719 eV
SMILES string: O=C1C=NC[C@@H]1O.[H][H]
Lowest unoccupied orbital energy: -0.3 eV
Total energy: -9844.755 eV
Charge: 0

Cartesian coordinates (Å):
1 O -0.16652 -2.35583 0.75633
2 C 0.39804 -1.09090 0.56229
3 C 0.54848 -0.68345 -0.90578
4 N 0.17628 0.74059 -1.00042
5 C -0.38468 1.11790 0.07969
6 C -0.49697 0.02047 1.09051
7 O -1.20111 -0.04992 2.07140
8 H -0.68460 -2.29892 1.57511
9 H 1.37299 -0.99592 1.07247
10 H 1.55362 -0.81576 -1.31262
11 H -0.14551 -1.26240 -1.52411
12 H -1.17182 2.48595 -2.25731
13 H -1.70753 3.00254 -2.25110
14 H -0.77746 2.12264 0.21608